# 1
The following is a DFT calculation (wB97M-V/def2-TZVPD) of a structure of composition C19H19FeN2 at a distorted geometry.

Positions of all 41 atoms, in Å:
C1 1.10750 -0.86182 1.94481
C2 2.26496 -0.09910 1.42114
N1 3.18267 0.46759 0.94308
N2 -0.09778 -0.39730 1.19138
C3 -1.11353 -1.27756 0.88701
C4 -2.36610 -0.78943 0.58324
C5 -2.58458 0.60792 0.45522
C6 -1.46344 1.43346 0.55270
C7 -0.23199 0.92191 0.83518
H1 1.22178 -1.93824 1.72211
H2 -0.88168 -2.33898 1.01608
H3 -3.20134 -1.46484 0.53135
H4 -3.57854 1.01562 0.37143
H5 -1.54937 2.52180 0.48283
H6 0.68182 1.55184 0.87523
C8 1.75502 0.11546 4.24691
C9 1.49798 -1.22410 3.62009
C10 0.60431 -2.12797 4.39549
C11 0.40393 -3.51711 3.99422
C12 -0.30620 -4.20837 5.04841
C13 -0.50675 -3.25918 6.14408
C14 0.10066 -2.00362 5.76560
Fe1 1.44506 -3.47003 5.61583
C15 3.19482 -2.79970 6.31003
C16 3.32650 -3.61754 5.11060
C17 2.72701 -4.91871 5.38860
C18 2.21274 -4.89137 6.74929
C19 2.50029 -3.58407 7.31619
H7 2.49745 0.62787 3.64512
H8 0.87934 0.77566 4.34107
H9 2.15738 -0.03396 5.24351
H10 2.44919 -1.85060 3.25429
H11 0.69908 -3.91807 3.02211
H12 -0.67307 -5.23120 5.00233
H13 -1.06827 -3.46203 7.05190
H14 0.15938 -1.12383 6.39063
H15 3.63821 -1.82694 6.45117
H16 3.88506 -3.35614 4.22845
H17 2.75908 -5.77409 4.73191
H18 1.78896 -5.73276 7.27610
H19 2.31695 -3.27758 8.33618

Properties
Relative energy (zero: lowest compared OMol25 entry of this formula, charge and spin): 0.00 kcal/mol
HOMO (spin up / spin down): -0.04766 / -0.11700 hartree
Frontier orbital gap (spin up / spin down): 0.165 / 0.226 Ha
Multiplicity: 5
Charge: -1
E_LUMO (spin up / spin down): 3.2 / 3.0 eV
⟨S²⟩: 6.111


# 2
The following is a DFT calculation (wB97M-V/def2-TZVPD) of a structure of composition C29H47NO8P2S3Yb at a distorted geometry.

Positions of all 91 atoms, in Å:
C1 -3.48707 2.67110 3.11729
C2 -3.98173 1.91507 1.83996
C3 -3.78293 0.37933 1.90644
C4 -2.25121 0.05629 1.86360
N1 -2.09739 -1.40530 1.88117
C5 -0.71298 -1.86672 1.72533
C6 0.38112 -0.84028 2.13081
C7 0.45879 -0.47287 3.63263
C8 1.50250 0.67428 3.77724
S1 2.68471 0.26676 5.11186
O1 3.67407 -0.60852 4.58848
O2 3.24315 1.48531 5.60435
O3 1.95275 -0.46711 6.32189
O4 -0.39361 -2.43565 0.45408
C9 -0.62970 -1.42672 -0.55401
C10 -1.93655 -1.77296 -1.31079
O5 -3.09927 -1.13773 -0.80883
C11 -4.26199 -1.87231 -1.21382
C12 -4.70235 -2.91968 -0.14252
C13 0.61024 -1.49339 -1.56767
C14 0.65002 -2.94223 -2.17432
C15 1.86457 -3.15692 -3.11453
C16 2.01393 -2.51936 -4.35152
C17 3.17593 -2.75362 -5.11321
C18 4.19490 -3.61368 -4.66616
C19 4.02535 -4.26727 -3.42953
C20 2.87759 -4.03932 -2.66866
O6 0.46755 -0.59267 -2.65402
C21 0.36839 0.76460 -2.15736
C22 1.55952 1.61711 -2.71038
C23 2.05116 2.50354 -1.54549
C24 3.37927 2.43826 -1.04381
C25 3.80837 3.21176 0.05453
C26 2.94169 4.13247 0.69674
C27 1.62345 4.24142 0.18144
C28 0.61792 5.26634 0.79638
C29 1.19517 3.42910 -0.89957
P1 -1.28077 1.42071 -2.76252
O7 -1.76562 0.51204 -4.02315
O8 -2.35240 1.36714 -1.51738
S2 -1.24488 3.26143 -3.37322
P2 2.16174 -1.23231 -0.53343
S3 3.81297 -0.91235 -1.48494
H1 -3.89689 2.26543 4.05710
H2 -3.86280 3.71245 3.04764
H3 -2.37623 2.75351 3.18569
H4 -3.45442 2.37513 0.98339
H5 -5.06503 2.13164 1.77275
H6 -4.33868 -0.19408 1.15553
H7 -4.10456 0.06544 2.92530
H8 -1.82911 0.59252 2.74646
H9 -1.87801 0.55178 0.95119
H10 -2.36229 -1.69506 2.82190
H11 -0.60838 -2.70825 2.44485
H12 0.38880 0.06614 1.49797
H13 1.33987 -1.36183 1.93934
H14 0.88032 -1.35433 4.15120
H15 -0.51649 -0.28426 4.10681
H16 1.01094 1.66689 3.98164
H17 2.11455 0.73343 2.82174
H18 1.98973 -1.42498 6.12869
H19 -0.58601 -0.41394 -0.12521
H20 -1.84859 -1.51398 -2.38860
H21 -2.07539 -2.87515 -1.27948
H22 -4.05368 -2.41469 -2.16006
H23 -5.07835 -1.15064 -1.40583
H24 -3.79531 -3.29147 0.36739
H25 -5.41487 -2.46314 0.56329
H26 -5.20716 -3.77752 -0.61680
H27 0.73299 -3.72127 -1.40234
H28 -0.23290 -3.12755 -2.81534
H29 1.26291 -1.82389 -4.73758
H30 3.33789 -2.24941 -6.07444
H31 5.11726 -3.78416 -5.22924
H32 4.78835 -4.93544 -3.01795
H33 2.74404 -4.53616 -1.69794
H34 0.45015 0.85744 -1.06248
H35 2.35465 0.91978 -3.03463
H36 1.30307 2.19476 -3.61557
H37 4.13695 1.78319 -1.48182
H38 4.83786 3.10454 0.40837
H39 3.32811 4.71676 1.54070
H40 0.60095 5.17500 1.90120
H41 -0.36590 5.11056 0.32387
H42 0.95994 6.26266 0.45937
H43 0.14894 3.56234 -1.20288
H44 -2.48284 0.96863 -4.49120
H45 -3.09641 1.93839 -1.76783
H46 2.26308 -2.32893 0.36748
H47 1.88006 -0.09851 0.29248
Yb1 1.24254 3.15514 2.80047

Properties
HOMO: -0.45484 hartree
Frontier orbital gap: 0.146 Ha
Charge: +2
E_LUMO: -8.4 eV


# 3
The following is a DFT calculation (wB97M-V/def2-TZVPD) of a structure of composition C16H31NOP2Pd at a distorted geometry.

Positions of all 52 atoms, in Å:
P1 0.14196 -1.71175 -2.21272
P2 -0.10336 1.58004 -1.71714
C1 -0.10677 -0.57840 -3.61946
C2 0.29954 0.89181 -3.36694
H1 -1.16402 -0.65419 -3.90266
H2 0.45558 -0.97914 -4.46826
H3 1.38710 1.00566 -3.50895
H4 -0.19316 1.54449 -4.09582
C3 -1.78840 2.24538 -1.77055
H5 -1.95746 2.80758 -0.84326
H6 -2.50448 1.41412 -1.80299
H7 -1.93475 2.89979 -2.63933
C4 1.07469 2.86712 -1.26032
H8 1.12182 3.65410 -2.02415
H9 2.07036 2.42432 -1.12702
H10 0.77341 3.30887 -0.30072
C5 -1.04324 -3.06107 -2.29310
H11 -0.86235 -3.71394 -1.42445
H12 -0.93982 -3.64935 -3.21686
H13 -2.07580 -2.68757 -2.21928
C6 1.83182 -2.36372 -2.27650
H14 2.54510 -1.53247 -2.19438
H15 2.00726 -2.90909 -3.21153
H16 1.99828 -3.03391 -1.42065
Pd1 -0.06947 -0.31274 -0.50321
C7 0.54381 1.61017 -6.53868
C8 -0.78536 1.65516 -6.35625
C9 -1.78018 0.98174 -7.26237
C10 -1.38642 -0.43646 -7.76321
C11 -0.69527 -1.28351 -6.73716
C12 0.63505 -1.36548 -6.57287
C13 1.64544 -0.55943 -7.34351
C14 1.23286 0.90171 -7.66906
C15 0.28859 -1.79686 0.91750
H17 1.22450 2.19261 -5.90976
H18 -1.23061 2.36439 -5.64768
H19 -1.95084 1.63033 -8.14190
H20 -2.75392 0.89855 -6.74636
H21 -2.32267 -0.95352 -8.02981
H22 -0.79792 -0.35666 -8.68956
H23 -1.37704 -1.92594 -6.17064
H24 1.06936 -2.18009 -5.97764
H25 1.86345 -1.09089 -8.28836
H26 2.59783 -0.52245 -6.78270
H27 2.16228 1.45674 -7.87891
H28 0.64086 0.92375 -8.59744
H29 1.07244 -1.32896 1.53115
H30 0.60052 -2.74174 0.45454
H31 -0.65499 -1.86943 1.47981
O1 -0.24927 1.92791 3.21402
C16 -0.26715 1.43392 2.11620
N1 -0.28879 0.97859 1.01267

Properties
Relative energy (zero: lowest compared OMol25 entry of this formula, charge and spin): 28.90 kcal/mol
HOMO (spin up / spin down): -0.39930 / -0.54103 hartree
Frontier orbital gap (spin up / spin down): 0.161 / 0.150 Ha
Multiplicity: 5
Charge: +2
E_LUMO (spin up / spin down): -6.5 / -10.6 eV
⟨S²⟩: 6.024


# 4
The following is a DFT calculation (wB97M-V/def2-TZVPD) of the ion C3H6NO2 with charge +1 at a distorted geometry.

Positions of all 12 atoms, in Å:
C1 -2.41288 -0.08648 0.19238
C2 -1.29950 0.68923 -0.15544
N1 -0.12053 -0.00655 -0.08089
O1 0.13593 -1.52775 0.08457
O2 0.95122 0.73428 0.05152
C3 2.13171 0.06996 -0.00119
H1 -3.40043 0.14707 0.35374
H2 -2.07354 -1.13511 0.23589
H3 -1.22813 1.79096 -0.32621
H4 2.01227 -1.03418 0.43367
H5 2.99038 0.55055 0.31960
H6 2.31350 -0.19199 -1.10764

Properties
Relative energy (zero: lowest compared OMol25 entry of this formula, charge and spin): 181.08 kcal/mol
SMILES: C=C[N+](=O)OC
HOMO (spin up / spin down): -0.59078 / -0.59080 hartree
Frontier orbital gap (spin up / spin down): 0.293 / 0.293 Ha
Charge: +1
E_LUMO (spin up / spin down): -8.1 / -8.1 eV


# 5
The following is a DFT calculation (wB97M-V/def2-TZVPD) of a structure of composition C29H29F6N3O7RhS4Te at a distorted geometry.

Positions of all 80 atoms, in Å:
Rh1 -0.28620 1.20320 -0.18740
F1 4.74670 0.61850 2.01880
C1 3.95900 0.84600 0.97680
F2 4.69190 0.78480 -0.13030
F3 3.45700 2.07080 1.07860
S1 2.50870 -0.33720 0.88040
O1 1.73350 0.23160 -0.20550
O2 2.98330 -1.65860 0.66260
N1 1.90260 -0.08520 2.30790
S2 0.42590 -0.17240 2.77970
O3 0.18970 -0.99140 3.91460
O4 -0.56000 -0.31770 1.71460
C2 0.17220 1.61110 3.31810
F4 -0.98790 1.80030 3.94060
F5 1.14900 2.04760 4.08860
F6 0.14670 2.36030 2.19170
C3 -3.11270 1.27730 -2.69770
C4 -3.17360 0.65510 -1.32130
O5 -4.28610 0.32270 -0.84100
N2 -2.06910 0.36440 -0.70050
Te1 -2.91600 -1.20920 0.72450
C5 -3.93770 -2.86920 1.84420
C6 -5.12760 -2.59130 2.50670
C7 -5.63200 -1.19160 2.68130
C8 -5.88080 -3.66280 2.97780
C9 -5.47120 -4.97530 2.79590
C10 -6.31900 -6.12360 3.25020
C11 -4.24010 -5.21020 2.19770
C12 -3.44730 -4.16740 1.74000
C13 -2.10070 -4.45030 1.15830
C14 -2.89530 -2.37880 -1.04640
C15 -4.08170 -2.82500 -1.63190
C16 -5.40750 -2.66380 -0.95680
C17 -4.00130 -3.43830 -2.87620
C18 -2.79090 -3.62990 -3.52920
C19 -2.73100 -4.28570 -4.87320
C20 -1.62530 -3.21510 -2.90350
C21 -1.66060 -2.58130 -1.66980
C22 -0.37770 -2.13070 -1.05250
H1 -4.01350 1.85480 -2.87980
H2 -3.06840 0.45300 -3.40600
H3 -2.22170 1.88960 -2.81320
H4 -4.92110 -0.48180 2.24730
H5 -5.76420 -0.95900 3.73680
H6 -6.59050 -1.06250 2.17980
H7 -6.81800 -3.45990 3.47560
H8 -7.32890 -5.79550 3.48100
H9 -5.88680 -6.57680 4.14180
H10 -6.36960 -6.89090 2.47950
H11 -3.89120 -6.22590 2.07730
H12 -1.63650 -5.29480 1.66180
H13 -1.46560 -3.57380 1.27950
H14 -2.18080 -4.68090 0.09620
H15 -5.45970 -1.68940 -0.47030
H16 -5.54220 -3.43800 -0.20110
H17 -6.21360 -2.74500 -1.67950
H18 -4.91230 -3.76080 -3.35810
H19 -3.71000 -4.29450 -5.34300
H20 -2.40070 -5.31810 -4.76790
H21 -2.02110 -3.77700 -5.52270
H22 -0.66940 -3.36030 -3.38620
H23 0.42240 -2.84320 -1.23990
H24 -0.47970 -1.99180 0.02550
H25 -0.07980 -1.16540 -1.48170
O6 1.70560 6.02640 1.56200
S3 1.21750 6.10070 0.22050
O7 1.73600 7.12700 -0.63090
N3 1.38020 4.63150 -0.55640
C23 0.22900 4.12640 -0.81310
S4 0.04830 2.76740 -1.85600
C24 -0.95630 4.86250 -0.34300
C25 -2.28490 4.46480 -0.39630
C26 -3.24490 5.32350 0.11510
C27 -2.88540 6.55910 0.63800
C28 -1.54810 6.94690 0.70640
C29 -0.59700 6.07860 0.22410
H26 -2.54940 3.49910 -0.80910
H27 -4.28320 5.02450 0.10570
H28 -3.65100 7.22170 1.01520
H29 -1.26370 7.89910 1.12770

Properties
Relative energy (zero: lowest compared OMol25 entry of this formula, charge and spin): 5.49 kcal/mol
HOMO (spin up / spin down): -0.31099 / -0.30780 hartree
Frontier orbital gap (spin up / spin down): 0.190 / 0.187 Ha
Multiplicity: 2
E_LUMO (spin up / spin down): -3.3 / -3.3 eV
⟨S²⟩: 0.764